1.
40
Properties=species:S:1:pos:R:3:mulliken_charge:R:1 method="wB97M-V/def2-TZVPD" gap_ev="8.07 / 6.28" s2=6.035 de_lowest_kj_mol=92.2 homo_energy_ev="-14.5328 / -15.1941" fmax_ev_per_a=7.1 charge=+2 spin_multiplicity=5
Rh -0.232 0.126 -0.246 0.31
Cl -7.841 1.966 -0.225 -0.14
C -6.048 1.192 0.053 -0.08
C -5.896 -0.085 0.125 -0.24
C -4.701 -0.650 0.361 0.34
Cl -4.530 -2.353 0.274 -0.08
C -3.439 0.118 0.330 0.29
O -2.270 -0.316 0.247 -0.42
C -3.684 1.564 0.108 0.55
C -2.553 2.495 0.060 -0.15
O -1.395 2.203 0.155 -0.53
C -4.958 2.053 -0.108 -0.62
H -6.808 -0.710 0.378 0.35
H -2.837 3.543 -0.025 0.42
H -5.160 3.055 -0.362 0.50
N 0.726 -1.104 1.370 -0.22
N 0.808 -2.464 1.129 -0.31
C 0.324 -2.943 -0.008 0.86
N 0.127 -4.273 -0.123 -0.39
S -0.036 -1.932 -1.398 -0.17
H 1.617 -0.646 1.134 0.52
H 0.425 -0.986 2.346 0.26
H 1.349 -3.015 1.711 0.24
H 0.333 -4.849 0.650 0.20
H -0.024 -4.673 -1.008 0.23
C 5.653 -0.941 -0.839 -1.02
C 5.226 0.043 0.294 -0.43
C 3.967 0.748 -0.166 0.20
N 2.824 0.159 -0.085 -0.47
N 1.722 0.982 -0.393 -0.04
C 2.092 2.186 -0.743 0.40
N 1.266 3.183 -1.180 -0.51
S 3.798 2.395 -0.773 -0.11
H 6.461 -1.477 -0.417 0.34
H 6.157 -0.454 -1.691 0.32
H 4.826 -1.590 -1.017 0.34
H 6.032 0.697 0.599 0.43
H 4.868 -0.509 1.163 0.21
H 0.340 3.102 -0.787 0.24
H 1.468 4.159 -0.895 0.37

***

2.
34
Properties=species:S:1:pos:R:3:mulliken_charge:R:1 method="wB97M-V/def2-TZVPD" gap_ev=9.98 smiles="CCOC(=O)C(F)(Cl)C(=O)OCC.c1ccncc1" homo_energy_ev=-9.3517 fmax_ev_per_a=3.2 spin_multiplicity=1
C -2.373 -1.974 3.752 -1.06
C -2.326 -0.585 3.149 -0.22
O -1.008 -0.240 2.649 -0.17
C -0.885 1.069 2.368 0.17
O -1.812 1.859 2.284 -0.57
C 0.592 1.604 2.172 1.05
F 0.688 2.389 1.088 -0.22
Cl 0.866 2.645 3.648 -0.17
C 1.806 0.583 2.216 0.16
O 2.926 1.009 1.987 -0.56
O 1.504 -0.687 2.547 -0.18
C 2.672 -1.489 2.881 -0.23
C 2.283 -2.823 3.483 -1.08
H -3.444 -2.156 3.871 0.40
H -1.951 -2.759 3.119 0.18
H -1.931 -2.052 4.753 0.30
H -2.996 -0.533 2.269 0.28
H -2.564 0.159 3.921 0.37
H 3.216 -1.651 1.928 0.28
H 3.228 -0.896 3.617 0.37
H 3.222 -3.380 3.485 0.41
H 1.949 -2.780 4.527 0.30
H 1.540 -3.377 2.904 0.20
C -0.546 -3.687 -2.048 -0.05
C -0.690 -4.060 -0.706 -1.16
C -0.380 -3.074 0.251 0.15
N 0.059 -1.914 -0.186 -0.10
C 0.121 -1.494 -1.411 -0.01
C -0.170 -2.415 -2.463 -0.77
H -0.752 -4.438 -2.793 0.36
H -1.023 -5.032 -0.378 0.38
H -0.478 -3.187 1.325 0.39
H 0.386 -0.457 -1.592 0.43
H -0.095 -2.104 -3.504 0.38

***

3.
55
Properties=species:S:1:pos:R:3:mulliken_charge:R:1 method="wB97M-V/def2-TZVPD" gap_ev=11.06 smiles="FC(F)C(F)(F)COC(F)(F)C(F)F.FC(F)C(F)(F)COC(F)(F)C(F)F.O=P(O)(O)N(CCO)S(=O)(=O)F" homo_energy_ev=-10.9104 fmax_ev_per_a=1.6 spin_multiplicity=1
F -1.309 0.540 1.625 -0.23
C -2.561 1.034 1.653 0.11
F -3.407 0.034 1.291 -0.28
C -2.744 2.199 0.677 1.00
F -2.643 1.763 -0.596 -0.26
F -4.035 2.608 0.864 -0.33
C -1.876 3.452 0.876 -0.85
O -0.705 3.599 0.094 -0.36
C 0.500 3.048 0.465 0.68
F 0.472 2.594 1.738 -0.29
F 1.416 4.044 0.424 -0.30
C 0.985 1.987 -0.524 0.67
F 0.062 1.012 -0.683 -0.26
F 2.112 1.410 -0.025 -0.29
H -2.801 1.343 2.673 0.27
H -2.509 4.272 0.544 0.40
H -1.676 3.631 1.933 0.34
H 1.207 2.428 -1.502 0.04
F -5.435 -4.257 3.512 -0.22
C -5.553 -4.054 2.184 0.11
F -6.439 -4.955 1.700 -0.27
C -4.219 -4.244 1.458 0.87
F -3.837 -5.538 1.512 -0.29
F -4.487 -3.958 0.149 -0.32
C -3.045 -3.334 1.851 -0.69
O -2.076 -3.827 2.763 -0.37
C -2.237 -3.745 4.123 0.81
F -3.268 -2.944 4.466 -0.29
F -1.113 -3.179 4.621 -0.30
C -2.342 -5.124 4.787 0.18
F -3.335 -5.853 4.244 -0.22
F -2.605 -4.955 6.103 -0.26
H -5.943 -3.047 2.007 0.29
H -2.480 -3.201 0.931 0.43
H -3.388 -2.339 2.134 0.30
H -1.399 -5.663 4.671 0.23
O 1.793 2.462 -3.410 -0.66
P 2.717 1.789 -4.343 0.57
O 2.393 0.252 -4.549 -0.50
O 2.599 2.402 -5.792 -0.46
N 4.303 1.786 -3.788 0.38
C 4.577 2.239 -2.407 0.10
C 5.601 1.407 -1.641 -0.53
O 5.598 1.821 -0.279 -0.53
S 5.556 1.537 -4.802 1.17
O 5.160 1.717 -6.152 -0.58
O 6.720 2.173 -4.298 -0.56
F 5.737 0.012 -4.591 -0.22
H 1.459 0.216 -4.825 0.34
H 2.292 3.320 -5.721 0.34
H 3.653 2.161 -1.841 -0.21
H 4.869 3.291 -2.373 0.24
H 6.607 1.503 -2.048 0.39
H 5.329 0.351 -1.638 0.34
H 5.746 2.778 -0.246 0.32